Here is a structure of composition C28H21N6ORe from the OMol25 dataset. Energies are from wB97M-V/def2-TZVPD.

Computed properties:
HOMO energy (spin up / spin down): -10.60 / -10.61 eV
orbital gap (spin up / spin down): 5.412 / 5.990 eV

Structure (ORCA input):
```
! wB97M-V def2-TZVPD RIJCOSX def2/J DEFGRID3
* xyz 1 2
Re 0.70 0.68 -0.25
O 4.57 1.33 0.64
C 3.40 0.99 0.68
N 2.67 0.50 -0.34
C 3.34 0.47 -1.62
C 2.36 0.78 -2.71
C 2.81 1.12 -3.98
C 1.89 1.43 -4.96
C 0.54 1.34 -4.65
C 0.16 0.99 -3.37
N 1.05 0.74 -2.40
C 2.58 1.10 1.93
C 3.19 1.44 3.13
C 2.41 1.56 4.26
C 1.05 1.30 4.16
C 0.52 0.94 2.93
N 1.26 0.87 1.82
H 4.17 1.19 -1.63
H 3.79 -0.52 -1.81
H 3.87 1.18 -4.15
H 2.23 1.74 -5.94
H -0.21 1.56 -5.39
H -0.88 0.91 -3.09
H 4.25 1.63 3.11
H 2.84 1.84 5.21
H 0.40 1.37 5.02
H -0.53 0.71 2.83
C -4.69 0.35 3.14
C -4.54 -1.02 3.03
C -3.43 -1.55 2.41
C -2.45 -0.73 1.80
C -2.63 0.66 1.94
C -3.71 1.19 2.61
C -1.44 -1.41 1.03
C -0.47 -1.12 0.08
C -0.09 -2.29 -0.73
C -1.04 -3.28 -1.01
C -0.70 -4.42 -1.72
C 0.58 -4.58 -2.23
C 1.52 -3.58 -2.01
C 1.19 -2.47 -1.26
H -5.55 0.77 3.64
H -5.30 -1.67 3.41
H -3.33 -2.63 2.34
H -1.92 1.33 1.49
H -3.80 2.26 2.71
H -1.52 -2.48 1.21
H -2.06 -3.16 -0.69
H -1.44 -5.19 -1.88
H 0.84 -5.46 -2.80
H 2.52 -3.69 -2.41
H 1.96 -1.74 -1.04
N -4.27 4.89 -0.04
C -3.45 4.18 -0.44
N -2.56 3.40 -0.92
C -1.73 2.55 -0.62
N -0.93 1.69 -0.46
*
```

Löwdin atomic charge list, values in e, 5 entries:
1. Re 1.580
2. O 0.116
3. C -0.460
4. N -0.155
5. C -0.139

=====

Here is the ion C4H8N3S with charge +1 from the OMol25 dataset. Energies are from wB97M-V/def2-TZVPD.

Computed properties:
HOMO energy: -12.97 eV
orbital gap: 9.510 eV
SMILES string: NC(=[NH2+])C1=NCCS1

Structure (ORCA input):
```
! wB97M-V def2-TZVPD RIJCOSX def2/J DEFGRID3
* xyz 1 1
C -0.06 -0.23 0.13
C -1.85 -0.35 0.04
C 1.80 0.93 0.22
C 2.47 -0.48 -0.18
N 0.38 0.89 0.25
N -2.27 0.87 -0.22
N -2.36 -1.49 0.32
S 0.95 -1.62 -0.11
H 2.09 1.20 1.25
H 2.20 1.74 -0.38
H 3.00 -0.32 -1.13
H 3.31 -0.91 0.49
H -1.50 1.49 -0.06
H -3.14 1.34 -0.35
H -1.86 -2.42 0.56
H -3.37 -1.46 0.32
*
```

Löwdin atomic charge list, values in e, 5 entries:
1. C -0.558
2. C -0.249
3. C -0.225
4. C -0.329
5. N -0.001

=====

Here is a cluster of 16 separate species, BF4H30O15 in total from the OMol25 dataset. Energies are from wB97M-V/def2-TZVPD.

Computed properties:
HOMO energy: -6.44 eV
orbital gap: 8.460 eV

Structure (ORCA input):
```
! wB97M-V def2-TZVPD RIJCOSX def2/J DEFGRID3
* xyz -1 1
B -0.06 0.27 -0.25
F 0.56 0.65 -1.35
F 0.64 0.78 0.81
F -1.34 0.72 -0.22
F -0.02 -1.09 -0.18
O 1.93 -1.85 -2.34
H 1.94 -0.93 -2.07
H 2.86 -2.22 -2.32
O -1.80 3.50 -0.17
H -1.92 4.47 -0.02
H -1.39 3.35 -1.03
O -1.60 0.26 -3.38
H -2.55 0.06 -3.45
H -1.33 0.65 -2.56
O 2.19 2.85 -0.66
H 1.45 3.31 -0.26
H 1.67 2.16 -1.05
O -1.36 -2.29 -2.67
H -0.72 -2.13 -2.00
H -1.60 -1.44 -2.89
O 1.79 2.56 -3.73
H 1.19 2.07 -4.25
H 2.14 1.98 -3.05
O -3.64 -0.22 -0.76
H -4.22 0.44 -0.38
H -2.77 0.17 -0.69
O 2.19 -2.95 0.10
H 1.28 -3.13 0.35
H 2.00 -2.50 -0.78
O -0.47 -1.46 2.57
H -0.59 -1.36 1.62
H -1.23 -1.03 2.94
O -0.52 -4.07 -0.22
H -0.77 -4.69 0.47
H -1.18 -3.44 -0.08
O -2.82 -0.03 2.48
H -3.61 0.49 2.77
H -3.13 -0.38 1.63
O -0.74 1.73 2.86
H -0.39 1.57 2.03
H -1.57 1.17 2.77
O 1.75 -0.04 3.44
H 0.93 -0.39 3.08
H 2.38 -0.75 3.48
O 2.46 2.19 2.25
H 2.24 1.39 2.71
H 1.87 2.19 1.50
O 3.00 -0.76 1.07
H 2.73 -1.57 0.68
H 2.18 -0.29 1.16
*
```

Löwdin atomic charge list, values in e, 5 entries:
1. B -1.504
2. F 0.222
3. F 0.155
4. F 0.187
5. F 0.187

=====

Here is an isolated molecule of C4H13N3 from the OMol25 dataset. Energies are from wB97M-V/def2-TZVPD.

Computed properties:
HOMO energy: -8.21 eV
orbital gap: 9.249 eV
SMILES string: CNCCC(N)N

Structure (ORCA input):
```
! wB97M-V def2-TZVPD RIJCOSX def2/J DEFGRID3
* xyz 0 1
C 1.67 0.12 0.19
C -0.66 0.85 -0.39
C 0.15 -0.34 0.07
C -2.90 0.06 0.43
N -2.07 0.45 -0.69
N 2.50 -0.84 0.91
N 2.18 0.37 -1.14
H -2.12 -0.24 -1.44
H 1.73 1.07 0.74
H 2.18 -0.49 -1.68
H 3.14 0.69 -1.08
H 2.25 -0.87 1.89
H 2.38 -1.77 0.53
H -0.23 1.25 -1.31
H -0.70 1.62 0.38
H -0.18 -0.69 1.05
H 0.09 -1.16 -0.65
H -3.94 0.02 0.12
H -2.64 -0.91 0.88
H -2.81 0.82 1.21
*
```

Löwdin atomic charge list, values in e, 5 entries:
1. C -0.496
2. C -0.234
3. C -0.162
4. C -0.163
5. N -0.147

=====

Here is a cluster of 4 separate species, C10H15N3O9PS2 in total from the OMol25 dataset. Energies are from wB97M-V/def2-TZVPD.

Computed properties:
HOMO energy: -5.59 eV
orbital gap: 8.036 eV

Structure (ORCA input):
```
! wB97M-V def2-TZVPD RIJCOSX def2/J DEFGRID3
* xyz -1 1
C 3.19 -0.98 1.12
C 2.23 -0.97 -0.14
S 2.64 -2.53 -0.93
O 2.71 0.20 -0.87
S 1.89 1.45 -0.25
O 2.72 2.40 0.42
O 1.27 2.05 -1.38
O 0.88 0.71 0.75
C 0.81 -0.70 0.36
C 0.51 -1.78 1.47
O 0.34 -2.96 1.14
O 0.49 -1.33 2.62
P -0.65 -0.75 -0.80
O -0.45 -1.51 -2.02
O -1.85 -1.44 0.05
O -1.17 0.75 -1.09
H 2.73 -0.47 1.95
H 3.46 -2.01 1.36
H 4.11 -0.49 0.81
H 1.63 -2.83 -1.77
H -2.05 -0.82 0.77
H -1.41 1.09 -0.21
C -2.57 -4.26 -1.90
C -1.29 -4.86 -2.24
N -0.27 -5.31 -2.51
H -3.32 -4.47 -2.67
H -2.95 -4.65 -0.96
H -2.47 -3.18 -1.81
C -1.54 1.66 4.57
C -1.30 1.34 3.18
N -1.11 1.07 2.08
H -2.31 1.01 4.99
H -0.64 1.52 5.16
H -1.86 2.69 4.69
C -0.08 4.71 -2.72
C -1.04 5.78 -2.53
N -1.80 6.63 -2.37
H 0.76 5.04 -3.33
H 0.32 4.36 -1.77
H -0.53 3.86 -3.22
*
```

Löwdin atomic charge list, values in e, 5 entries:
1. C -0.070
2. C -0.767
3. S 0.886
4. O -0.195
5. S 0.605

=====

Here is the ion C5H12NO with charge -2 from the OMol25 dataset. Energies are from wB97M-V/def2-TZVPD.

Computed properties:
HOMO energy (spin up / spin down): 4.21 / 0.09 eV
orbital gap (spin up / spin down): 2.860 / 6.870 eV

Structure (ORCA input):
```
! wB97M-V def2-TZVPD RIJCOSX def2/J DEFGRID3
* xyz -2 2
C -0.04 -0.46 -1.22
N -1.22 0.40 -1.09
C -2.40 -0.12 -0.33
O -2.61 -1.43 -0.38
C 0.41 -0.90 0.20
C 0.89 0.20 1.10
C 2.20 0.98 0.79
H 0.83 -0.05 -1.76
H -0.22 -1.43 -1.77
H -1.55 0.58 -2.04
H -3.30 0.45 -0.65
H -2.16 0.27 0.74
H -0.49 -1.25 0.70
H 0.97 -1.85 0.23
H 0.90 -0.07 2.18
H 0.17 1.03 1.18
H 2.25 1.30 -0.27
H 2.26 1.94 1.30
H 3.10 0.40 1.09
*
```

Löwdin atomic charge list, values in e, 5 entries:
1. C -0.294
2. N -0.086
3. C -0.598
4. O -0.364
5. C -0.259

=====

Here is a structure of composition C15H35N5O8Sr from the OMol25 dataset. Energies are from wB97M-V/def2-TZVPD.

Computed properties:
HOMO energy: -5.41 eV
orbital gap: 5.649 eV

Structure (ORCA input):
```
! wB97M-V def2-TZVPD RIJCOSX def2/J DEFGRID3
* xyz 0 1
Sr -0.10 -0.95 0.02
O -1.27 -3.21 -0.04
C -0.96 -3.77 1.18
C 0.28 -3.34 2.01
O 0.56 -1.98 2.16
H -0.88 -4.87 1.12
H -1.82 -3.55 1.87
H 1.21 -3.75 1.52
H 0.21 -3.89 2.98
C 3.53 -1.73 1.99
N 3.47 -1.37 0.55
O 2.56 -0.62 0.22
O 4.25 -1.89 -0.21
H 4.57 -1.89 2.27
H 2.93 -2.64 2.08
H 3.02 -0.96 2.56
C 1.24 2.10 1.24
O 0.34 1.36 0.90
N 1.79 2.09 2.47
C 2.92 2.92 2.80
C 1.33 1.14 3.46
H 1.69 2.86 0.57
H 3.63 2.32 3.38
H 2.62 3.76 3.44
H 3.38 3.33 1.91
H 0.67 0.41 2.99
H 2.18 0.61 3.88
H 0.79 1.67 4.25
C -3.12 -0.89 1.41
O -2.13 -0.20 1.22
N -4.27 -0.40 1.92
C -4.35 0.99 2.31
C -5.29 -1.29 2.41
H -3.14 -1.96 1.15
H -3.81 1.60 1.60
H -3.93 1.15 3.31
H -5.40 1.30 2.30
H -5.36 -1.26 3.51
H -6.27 -1.03 2.00
H -5.06 -2.32 2.15
C 2.06 -1.68 -2.82
O 1.12 -1.52 -2.07
N 2.16 -1.14 -4.04
C 3.26 -1.45 -4.92
C 1.10 -0.33 -4.58
H 2.94 -2.28 -2.56
H 2.93 -2.10 -5.74
H 4.04 -1.96 -4.36
H 3.66 -0.53 -5.36
H 1.46 0.67 -4.82
H 0.69 -0.79 -5.49
H 0.28 -0.27 -3.87
C -1.96 1.40 -2.00
O -1.22 0.47 -1.69
N -1.53 2.63 -2.35
C -0.12 2.92 -2.47
C -2.46 3.72 -2.50
H -3.05 1.33 -2.02
H 0.47 2.15 -1.97
H 0.10 3.89 -2.04
H 0.18 2.98 -3.53
H -2.55 4.29 -1.57
H -2.12 4.39 -3.29
H -3.43 3.35 -2.81
*
```

Löwdin atomic charge list, values in e, 5 entries:
1. Sr 1.534
2. O -0.443
3. C -0.479
4. C -0.436
5. O -0.485

=====

Here is an isolated molecule of C22H22N2O5 from the OMol25 dataset. Energies are from wB97M-V/def2-TZVPD.

Computed properties:
HOMO energy: -8.16 eV
orbital gap: 8.608 eV
SMILES string: COC(=O)COc1cccc2c(=O)n(CC(=O)NCCc3ccccc3)ccc12

Structure (ORCA input):
```
! wB97M-V def2-TZVPD RIJCOSX def2/J DEFGRID3
* xyz 0 1
C 6.51 -0.59 2.27
H 7.58 -0.44 2.13
H 6.31 -1.48 2.86
H 6.07 0.29 2.75
O 5.87 -0.78 1.01
C 6.49 -0.32 -0.07
O 7.57 0.22 -0.08
C 5.68 -0.60 -1.34
O 4.32 -0.85 -1.12
C 3.56 0.16 -0.59
C 4.01 1.43 -0.29
C 3.15 2.38 0.24
C 1.83 2.08 0.48
C 1.35 0.80 0.19
C 2.20 -0.18 -0.35
C 1.68 -1.47 -0.64
C 0.38 -1.73 -0.36
N -0.45 -0.80 0.18
C -0.05 0.50 0.43
O -0.87 1.32 0.84
C -1.82 -1.16 0.48
H -2.14 -0.59 1.35
H -1.88 -2.23 0.69
C -2.79 -0.85 -0.68
O -3.39 -1.72 -1.27
N -2.85 0.46 -0.97
H -2.36 1.11 -0.36
C -3.83 1.01 -1.88
H -3.33 1.69 -2.58
H -4.26 0.17 -2.43
C -4.93 1.75 -1.10
C -5.56 0.82 -0.11
C -5.07 0.73 1.18
C -5.60 -0.19 2.07
C -6.63 -1.03 1.68
C -7.13 -0.94 0.39
C -6.59 -0.03 -0.50
H -6.98 0.03 -1.51
H -7.93 -1.59 0.08
H -7.04 -1.74 2.37
H -5.21 -0.25 3.08
H -4.27 1.38 1.50
H -5.67 2.12 -1.81
H -4.48 2.61 -0.58
H -0.06 -2.70 -0.55
H 2.32 -2.22 -1.06
H 1.14 2.81 0.89
H 3.53 3.37 0.47
H 5.04 1.70 -0.46
H 6.08 -1.52 -1.79
H 5.85 0.22 -2.05
*
```

Löwdin atomic charge list, values in e, 5 entries:
1. C -0.023
2. H 0.092
3. H 0.096
4. H 0.101
5. O -0.020

=====

Here is a cluster of 7 separate species, C28H68N2O7 in total from the OMol25 dataset. Energies are from wB97M-V/def2-TZVPD.

Computed properties:
HOMO energy (spin up / spin down): 0.61 / -6.21 eV
orbital gap (spin up / spin down): 1.303 / 8.100 eV

Structure (ORCA input):
```
! wB97M-V def2-TZVPD RIJCOSX def2/J DEFGRID3
* xyz -1 2
C -4.17 4.49 -1.12
C -4.13 5.35 -2.35
O -2.83 5.85 -2.65
H -3.63 4.93 -0.29
H -3.73 3.53 -1.41
H -5.23 4.39 -0.85
H -4.75 6.24 -2.28
H -4.50 4.87 -3.26
H -3.05 6.57 -3.25
C -0.31 0.98 0.54
C -1.32 1.86 -0.36
O -1.03 1.56 -1.70
H 0.58 1.61 0.51
H -0.19 0.00 0.09
H -0.65 0.86 1.57
H -1.07 2.91 -0.18
H -2.38 1.66 -0.22
H -0.86 2.38 -2.18
C -1.02 -0.32 5.00
C -1.11 -1.78 4.53
O -1.68 -2.48 5.58
H -0.29 -0.05 5.76
H -2.04 -0.01 5.24
H -0.77 0.24 4.10
H -0.09 -2.16 4.44
H -1.75 -1.81 3.65
H -1.57 -3.39 5.29
C 1.11 6.05 1.29
C 0.17 5.61 0.19
O -1.18 5.55 0.58
H 0.72 6.91 1.83
H 2.05 6.40 0.87
H 1.36 5.40 2.13
H 0.44 4.57 -0.02
H 0.31 6.25 -0.68
H -1.71 5.21 -0.14
C -0.98 4.18 -5.33
C -0.05 3.72 -4.24
O -0.71 3.96 -3.01
H -0.57 3.96 -6.32
H -1.02 5.27 -5.32
H -1.99 3.77 -5.27
H 0.93 4.21 -4.22
H 0.06 2.66 -4.48
H -1.27 4.74 -2.95
C 2.86 -3.37 3.66
C 3.19 -2.42 2.46
C 3.06 -0.96 2.98
C 3.53 0.12 2.06
C 4.98 -0.15 1.72
C 5.31 -1.55 1.22
N 4.57 -2.60 1.98
O 4.86 -3.90 1.53
C 4.95 -1.68 -0.28
C 6.88 -1.71 1.41
C 2.07 -2.69 1.39
H 1.85 -3.25 4.04
H 3.52 -3.28 4.53
H 2.87 -4.41 3.34
H 2.00 -0.80 3.17
H 3.69 -0.76 3.85
H 3.28 1.08 2.50
H 3.03 0.06 1.10
H 5.51 0.09 2.64
H 5.25 0.61 0.98
H 4.02 -1.11 -0.39
H 5.61 -1.13 -0.96
H 4.77 -2.68 -0.66
H 7.15 -2.71 1.06
H 7.49 -0.92 0.96
H 7.30 -1.64 2.41
H 2.07 -3.73 1.07
H 2.26 -2.11 0.49
H 1.07 -2.42 1.72
H 4.44 -3.89 0.67
C -4.46 -2.84 -1.45
C -3.22 -2.21 -0.75
C -2.65 -3.10 0.41
C -1.88 -4.28 -0.16
C -0.74 -3.87 -1.12
C -1.26 -2.93 -2.27
N -2.11 -1.84 -1.65
O -2.42 -0.83 -2.51
C -0.02 -2.31 -2.86
C -1.99 -3.82 -3.28
C -3.66 -0.94 -0.01
H -5.39 -2.68 -0.89
H -4.34 -3.92 -1.47
H -4.60 -2.50 -2.47
H -1.93 -2.59 1.04
H -3.46 -3.47 1.04
H -2.62 -4.89 -0.69
H -1.57 -4.91 0.68
H -0.29 -4.80 -1.45
H 0.03 -3.28 -0.62
H -0.20 -1.74 -3.77
H 0.56 -1.70 -2.17
H 0.62 -3.14 -3.17
H -2.62 -3.26 -3.96
H -1.34 -4.43 -3.92
H -2.74 -4.52 -2.91
H -2.75 -0.48 0.39
H -4.18 -1.26 0.89
H -4.29 -0.21 -0.53
H -2.00 -0.08 -2.08
*
```

Löwdin atomic charge list, values in e, 5 entries:
1. C -0.110
2. C -0.427
3. O -0.317
4. H 0.061
5. H 0.062

=====

no.,largest force on an atom (Eh/bohr)
1,0.0560
2,0.1226
3,0.0829
4,0.0467
5,0.0492
6,0.0550
7,0.0356
8,0.0172
9,0.0688